# 1
C12H29ClI2NOP2Sc | wB97M-V/def2-TZVPD

```
49
Properties=species:S:1:pos:R:3:forces:R:3
I 3.192 2.177 -0.222 -0.2444 -0.4877 0.2538
I 2.037 -1.766 -0.614 1.4394 -0.8524 -0.6560
Sc 0.122 0.070 -0.103 -1.4264 0.9947 1.2985
P 0.551 -0.856 2.456 0.1355 0.2007 0.3381
C 0.547 -2.626 2.900 -0.0541 -0.0280 -0.1475
C 2.152 -0.290 3.120 -0.1764 0.0024 0.0178
H 2.215 -0.607 4.172 0.1894 0.1604 -0.3233
H -0.306 -0.467 4.666 -0.2506 0.1738 -0.2390
H 2.192 0.804 3.050 0.0987 -0.2538 0.0798
H -0.610 0.928 3.564 -0.1544 -0.2024 0.1260
H 1.357 -3.148 2.374 -0.2402 0.0199 0.1885
H 2.968 -0.729 2.533 -0.0674 0.1226 0.2470
C -0.629 -0.163 3.659 0.1530 -0.0396 0.0547
H 0.696 -2.708 3.985 -0.0040 -0.0971 -0.2818
H -1.645 -0.534 3.470 0.1668 0.1960 0.1402
H -0.416 -3.084 2.633 0.3109 -0.0007 0.0766
P -0.191 1.087 -2.522 -0.3418 0.5695 -1.0309
C -0.628 0.029 -3.935 0.1984 -0.5192 -0.0094
C -1.648 2.184 -2.512 0.0414 0.1168 0.2128
H 1.312 2.966 -2.445 -0.1184 -0.1832 -0.4184
H 0.809 2.600 -4.143 0.1101 -0.1222 0.2710
H 2.040 1.585 -3.290 -0.2245 0.2466 -0.1302
C 1.116 2.170 -3.180 0.2164 -0.0294 0.2408
H -1.522 2.939 -1.729 -0.1609 -0.0566 -0.1942
H -1.727 2.665 -3.499 -0.0611 -0.1354 0.3583
H -0.817 0.664 -4.809 0.0190 -0.1728 0.1579
H -1.531 -0.558 -3.706 0.3005 0.1920 -0.1068
H -2.554 1.597 -2.308 0.1666 0.2216 -0.0604
H 0.194 -0.665 -4.162 -0.2631 0.1528 -0.0374
Cl -0.206 2.152 0.907 0.2415 -0.2214 -0.2551
O -1.551 -0.979 -0.138 -0.4774 -0.2336 -0.1970
C -2.704 -1.550 -0.010 0.5100 0.5902 1.1103
C -3.721 -1.461 -1.086 0.1785 0.3978 -0.2330
C -3.964 -2.814 -1.744 -0.3706 -0.7575 -0.3083
C -4.876 -3.740 -0.904 0.0594 -0.1006 -0.2089
C -4.308 -4.094 0.474 -0.2461 -0.3776 -0.0812
C -4.223 -2.891 1.409 0.1488 -0.1607 -0.0663
N -2.985 -2.121 1.146 0.1374 0.6654 -0.0656
H -4.639 -1.090 -0.616 -0.0034 -0.0160 -0.1478
H -3.370 -0.690 -1.792 -0.1368 -0.4281 0.2041
H -4.437 -2.664 -2.728 0.2177 0.0296 0.3719
H -2.993 -3.312 -1.926 -0.3527 0.1447 -0.0169
H -5.867 -3.267 -0.773 0.3462 -0.1480 -0.1293
H -5.039 -4.673 -1.467 0.0144 0.3599 0.1551
H -4.943 -4.852 0.960 0.0984 0.2943 -0.2410
H -3.320 -4.567 0.357 -0.1698 0.1799 0.1614
H -5.107 -2.246 1.274 0.3320 -0.1013 0.1841
H -4.187 -3.225 2.449 0.0765 0.2292 -0.1351
H -2.351 -1.874 1.916 -0.3626 -0.5354 -0.5276
```
Positions in Å, forces in eV/Å.

molar mass: 599.54 g mol⁻¹
HOMO level (spin up / spin down): -15.1 / -15.1 eV
total charge: +2
spin multiplicity: 1

Löwdin population analysis, charges in e, atoms 1 to 4:
1. I 0.458
2. I 0.685
3. Sc -0.091
4. P 0.637


# 2
C37H38Cl3N3O2P2STi | wB97M-V/def2-TZVPD

```
87
Properties=species:S:1:pos:R:3:forces:R:3
Ti 0.211 1.154 -0.483 0.5164 -0.0244 -0.0824
C 0.333 -0.756 2.464 0.0679 -0.0572 -0.0292
P 0.931 0.887 1.966 -0.1083 0.0440 0.2101
C 2.720 0.638 2.191 0.0683 0.0014 -0.1441
C 3.578 0.589 1.096 -0.1080 0.0038 -0.0290
C 4.917 0.267 1.262 -0.0162 -0.0166 0.0493
C 5.411 0.001 2.529 0.0212 0.0024 -0.0082
C 4.564 0.046 3.629 0.0353 -0.0110 0.0019
C 3.224 0.352 3.459 -0.0552 0.0271 0.0102
C 0.380 2.086 3.211 0.0511 0.0165 -0.0054
C -0.997 2.232 3.372 -0.0128 -0.0379 -0.0365
C -1.500 3.158 4.272 -0.0771 -0.0683 -0.0553
C -0.635 3.952 5.008 0.0718 0.0602 0.0461
C 0.736 3.829 4.833 -0.0497 0.0268 0.0332
C 1.245 2.905 3.936 0.0028 -0.0747 -0.1171
C 0.583 -1.560 1.228 0.0100 -0.0077 -0.1565
C 0.944 -2.878 1.102 0.0442 0.0541 0.1714
C 0.997 -3.164 -0.285 -0.0310 0.0038 0.0365
C 0.670 -2.005 -0.939 -0.1110 0.2140 0.2525
C 0.415 -1.791 -2.391 0.0163 -0.0088 -0.1036
P 0.582 0.004 -2.659 0.1041 -0.2119 -0.1956
C -0.654 0.406 -3.919 0.1198 0.0646 -0.0383
C -1.991 0.158 -3.616 0.0239 -0.0257 0.0525
C -2.983 0.528 -4.508 -0.0382 0.0071 -0.0079
C -2.644 1.152 -5.700 -0.0009 0.0293 -0.0185
C -1.314 1.410 -5.999 -0.0232 -0.0009 0.0040
C -0.316 1.045 -5.108 -0.0736 -0.0579 0.0922
C 2.233 0.251 -3.384 -0.0589 0.0113 0.0699
C 3.059 1.293 -2.966 -0.0914 -0.0461 0.0477
C 4.326 1.434 -3.515 0.0244 0.0706 0.0467
C 4.776 0.552 -4.484 -0.0469 -0.0355 -0.0003
C 3.952 -0.481 -4.914 0.0303 0.0387 0.0096
C 2.690 -0.631 -4.365 -0.0291 0.0213 -0.0159
N 0.445 -0.971 -0.026 -0.0080 -0.0801 -0.1099
H -0.727 -0.684 2.706 -0.0625 -0.0062 0.0071
H 0.875 -1.153 3.324 -0.0312 -0.0033 -0.0219
H 3.202 0.808 0.104 0.0537 -0.0137 0.0353
H 5.570 0.224 0.400 0.0003 0.0058 -0.0092
H 6.457 -0.245 2.662 0.0036 -0.0026 0.0052
H 4.947 -0.164 4.619 0.0005 0.0001 0.0006
H 2.566 0.376 4.320 0.0173 -0.0143 -0.0068
H -1.673 1.638 2.764 -0.0143 0.0168 0.0377
H -2.571 3.271 4.384 -0.0003 -0.0055 -0.0012
H -1.031 4.680 5.705 0.0109 0.0048 0.0067
H 1.413 4.463 5.391 0.0027 0.0058 -0.0001
H 2.315 2.835 3.787 -0.0130 -0.0069 -0.0098
H 1.151 -3.552 1.919 -0.0119 -0.0029 -0.0034
H 1.237 -4.106 -0.751 0.0043 -0.0284 -0.0165
H -0.613 -2.053 -2.663 0.0008 0.0004 -0.0011
H 1.072 -2.394 -3.018 0.0263 0.0350 0.0126
H -2.263 -0.284 -2.662 -0.0170 0.0209 -0.0055
H -4.021 0.353 -4.260 -0.0025 -0.0003 0.0058
H -3.422 1.458 -6.386 0.0030 -0.0037 -0.0166
H -1.052 1.918 -6.918 -0.0011 0.0022 -0.0108
H 0.717 1.276 -5.328 0.0356 0.0130 0.0002
H 2.705 2.004 -2.227 0.0332 -0.0048 -0.0546
H 4.959 2.247 -3.185 0.0004 -0.0030 0.0038
H 5.764 0.668 -4.908 0.0041 0.0058 -0.0072
H 4.291 -1.168 -5.679 0.0040 -0.0052 -0.0010
H 2.055 -1.433 -4.718 -0.0326 -0.0186 0.0038
Cl -0.785 4.597 -3.852 -0.1374 -0.0856 0.1112
C -1.527 3.654 -2.610 -0.0966 -0.0326 0.0380
Cl 1.492 3.034 0.220 0.1546 -0.1033 0.0787
Cl -3.192 3.939 -2.255 0.1830 0.0138 -0.0821
C -0.819 2.717 -1.964 -0.3259 -0.0431 0.0232
O 0.425 2.376 -2.180 0.1149 0.0575 -0.0008
O -1.359 1.930 -0.972 -0.2007 0.2383 -0.0811
C -5.157 -0.825 3.425 -0.0025 -0.0097 0.0113
C -3.656 -1.044 3.524 -0.0324 0.1048 0.0429
N -3.158 -1.974 2.527 -0.0032 -0.1222 -0.0186
C -2.747 -1.626 1.294 0.0092 0.1328 0.0736
S -2.738 -0.022 0.740 0.0387 -0.1013 0.0031
N -2.321 -2.617 0.501 -0.0641 0.0785 -0.2167
C -2.254 -4.026 0.826 0.0890 -0.0541 0.1402
C -3.598 -4.733 0.690 0.0598 -0.0326 -0.0175
H -5.492 -0.136 4.201 -0.0071 0.0071 0.0068
H -5.696 -1.766 3.550 -0.0193 -0.0034 0.0071
H -5.410 -0.403 2.454 0.0095 0.0085 -0.0150
H -3.377 -1.434 4.505 -0.0287 -0.0246 -0.0163
H -3.127 -0.104 3.381 -0.0131 0.0071 0.0180
H -3.252 -2.955 2.734 0.0584 0.0278 0.0229
H -1.897 -2.302 -0.356 0.0492 0.0149 -0.0040
H -1.831 -4.155 1.830 -0.0390 0.0354 -0.0216
H -1.515 -4.458 0.155 -0.0386 -0.0354 -0.0333
H -4.358 -4.290 1.334 -0.0189 0.0000 0.0079
H -3.501 -5.787 0.951 -0.0057 -0.0024 0.0064
H -3.958 -4.665 -0.336 -0.0159 0.0003 -0.0173
```
Positions in Å, forces in eV/Å.

molar mass: 804.97 g mol⁻¹
HOMO level (spin up / spin down): -7.1 / -7.1 eV
spin multiplicity: 1

Löwdin population analysis, charges in e, atoms 1 to 4:
1. Ti 0.641
2. C -0.250
3. P 0.938
4. C -0.351


# 3
C5H6O2 | wB97M-V/def2-TZVPD

```
13
Properties=species:S:1:pos:R:3:forces:R:3
C -0.993 -0.140 -0.064 -5.0569 -0.6494 4.8931
C -0.333 -0.640 -1.208 0.4165 -2.7404 -1.8734
C 0.850 -1.003 -0.755 4.0870 -1.0411 -2.9832
C 1.242 -0.455 0.601 3.4322 -2.2614 -4.7278
C 0.023 0.028 1.010 -0.4592 0.8388 0.6315
H -0.887 1.490 -0.535 -1.1365 1.6846 0.1075
H -1.669 -0.937 0.438 0.2443 1.1575 -1.2827
H -0.787 -1.125 -2.121 0.4805 1.3570 0.9865
H 1.604 -1.438 -1.480 -0.8332 0.0259 1.1614
H 2.191 -0.750 1.056 -0.8185 -0.3664 0.4882
H -0.075 -0.262 2.001 -1.3012 1.2297 2.2784
O -1.701 1.114 -0.137 1.5805 -0.8264 -1.2646
O 1.062 0.920 0.529 -0.6356 1.5917 1.5853
```
Positions in Å, forces in eV/Å.

molar mass: 98.10 g mol⁻¹
HOMO level: -9.8 eV
spin multiplicity: 1

Löwdin population analysis, charges in e, atoms 1 to 4:
1. C -0.386
2. C -0.047
3. C -0.012
4. C -0.268


# 4
C4H14N2O2 | wB97M-V/def2-TZVPD

```
22
Properties=species:S:1:pos:R:3:forces:R:3
C -1.320 -0.475 0.898 3.3366 2.5625 0.7091
C -2.186 0.808 0.616 0.9827 -2.5210 0.6399
C -1.313 2.042 0.451 -2.2033 1.3453 -2.7090
O -2.912 0.597 -0.571 -0.4648 0.8375 -0.7852
N 0.150 -0.252 0.434 -1.8985 -2.1891 0.1049
C 1.192 -0.776 1.421 1.1895 1.8730 -3.3626
N 2.190 0.349 1.389 -0.5482 -0.0082 1.9972
H -1.083 -0.306 1.942 -0.8765 -0.9787 0.7536
H -1.630 -1.474 0.615 -0.7858 0.1241 0.1708
H -2.824 0.861 1.521 -0.1481 0.3576 -0.6207
H -1.197 2.158 -0.670 0.3124 -0.4751 1.0143
H -0.320 2.111 0.851 -0.0726 -0.1270 0.6916
H -2.004 2.911 0.597 0.9262 -0.3435 0.6496
H -3.683 0.039 -0.451 0.0455 -0.0547 0.3467
H 0.150 -0.742 -0.452 0.8148 -0.0136 -0.1971
H 0.655 -0.894 2.356 0.7032 -0.0197 0.3552
H 1.863 -1.628 1.123 -1.5199 0.1089 0.2061
H 2.444 0.644 0.451 -0.2171 -0.8078 -0.1779
H 1.602 1.125 1.680 0.4259 0.3286 0.2068
H 3.785 -2.986 -4.372 0.0676 0.4028 -0.2589
H 3.383 -1.681 -5.160 0.4796 0.0971 -0.0943
O 3.055 -2.430 -4.669 -0.5491 -0.4992 0.3598
```
Positions in Å, forces in eV/Å.

molar mass: 122.17 g mol⁻¹
HOMO level: -8.7 eV
spin multiplicity: 1

Löwdin population analysis, charges in e, atoms 1 to 4:
1. C -0.128
2. C -0.439
3. C -0.055
4. O -0.048


> Which value of molar mass does entry 2 give?

804.97 g mol⁻¹